# 1
{"formula": "C49H46MnN3O6STe", "method": "the ωB97M-V functional and the def2-TZVPD basis", "homo_lumo_gap_ev": [5.869, 5.887], "lumo_energy_ev": [1.538, 1.543], "multiplicity": 2, "s_squared": 0.8971, "total_charge": -1, "elements": ["Mn", "O", "C", "O", "C", "C", "C", "C", "C", "N", "C", "O", "O", "H", "H", "H", "H", "C", "C", "O", "N", "Te", "C", "C", "C", "C", "C", "C", "C", "C", "C", "C", "C", "C", "C", "C", "C", "C", "C", "C", "H", "H", "H", "H", "H", "H", "H", "H", "H", "H", "H", "H", "H", "H", "H", "H", "H", "H", "H", "H", "H", "H", "H", "H", "H", "C", "C", "C", "C", "C", "C", "N", "C", "C", "C", "C", "C", "C", "H", "H", "H", "H", "H", "H", "H", "H", "H", "H", "C", "C", "O", "S", "C", "C", "C", "C", "C", "C", "C", "C", "H", "H", "H", "H", "H", "H", "H"], "coordinates": [[1.9067, 0.4728, -1.0055], [4.4623, 2.4371, -3.7921], [3.7632, 1.8785, -2.7927], [2.7264, 1.2455, -2.9648], [4.3197, 2.1101, -1.4333], [5.4628, 2.8071, -1.0916], [5.7704, 2.8921, 0.2658], [4.9623, 2.2760, 1.2109], [3.8383, 1.5807, 0.7744], [3.5480, 1.5413, -0.5118], [2.9008, 0.7473, 1.6520], [3.1792, 0.6561, 2.8406], [1.9537, 0.1833, 1.0141], [4.0184, 2.2072, -4.6216], [6.0874, 3.2604, -1.8470], [6.6556, 3.4310, 0.5773], [5.1789, 2.2934, 2.2696], [1.6068, 4.1153, -1.5209], [0.6464, 3.2824, -0.6549], [-0.1892, 3.9241, -0.0077], [0.8020, 1.9707, -0.7491], [-1.1872, 0.9855, 0.7023], [-3.2589, 1.4915, 0.8597], [-3.7925, 1.9706, -0.3453], [-2.9111, 2.2960, -1.5228], [-5.1713, 2.1125, -0.4727], [-6.0347, 1.8048, 0.5661], [-7.5228, 1.9753, 0.4215], [-5.4822, 1.3468, 1.7558], [-4.1120, 1.1797, 1.9253], [-3.6092, 0.6491, 3.2389], [-0.5256, 1.0003, 2.7128], [-0.0895, -0.2225, 3.2363], [-0.2135, -1.5239, 2.4922], [0.4763, -0.2299, 4.5047], [0.6222, 0.9293, 5.2522], [1.3286, 0.8984, 6.5784], [0.1439, 2.1187, 4.7260], [-0.4349, 2.1771, 3.4605], [-0.9577, 3.4971, 2.9659], [1.0948, 5.0461, -1.7513], [1.8937, 3.6256, -2.4462], [2.4994, 4.3518, -0.9396], [-2.0306, 2.8663, -1.2187], [-3.4592, 2.8827, -2.2604], [-2.5571, 1.3855, -2.0171], [-5.5738, 2.4712, -1.4142], [-7.8046, 2.0892, -0.6252], [-7.8725, 2.8603, 0.9579], [-8.0616, 1.1165, 0.8248], [-6.1377, 1.0961, 2.5833], [-4.4446, 0.4596, 3.9124], [-2.9275, 1.3489, 3.7235], [-3.0561, -0.2841, 3.1094], [0.1434, -2.3431, 3.1160], [-1.2493, -1.7297, 2.2098], [0.3765, -1.5147, 1.5742], [0.8399, -1.1687, 4.9067], [1.1445, -0.0386, 7.1053], [1.0108, 1.7210, 7.2194], [2.4072, 0.9849, 6.4300], [0.2228, 3.0302, 5.3094], [-1.1554, 4.1616, 3.8089], [-1.8801, 3.3790, 2.3943], [-0.2523, 3.9756, 2.2891], [1.9737, -4.7226, 0.5652], [2.6733, -3.7895, 1.3164], [3.0590, -2.5813, 0.7538], [2.7651, -2.2847, -0.5787], [2.0617, -3.2324, -1.3218], [1.6668, -4.4349, -0.7574], [3.1369, -1.0579, -1.1931], [4.4830, -0.9562, -1.5691], [5.5341, -0.9191, -0.6393], [6.8487, -0.7502, -1.0423], [7.1617, -0.6098, -2.3893], [6.1397, -0.6643, -3.3259], [4.8238, -0.8436, -2.9217], [1.6579, -5.6579, 1.0103], [2.9024, -3.9885, 2.3561], [3.5535, -1.8425, 1.3691], [1.8066, -2.9886, -2.3432], [1.1064, -5.1454, -1.3522], [5.3000, -1.0116, 0.4139], [7.6342, -0.7186, -0.2967], [8.1888, -0.4723, -2.7030], [6.3673, -0.5778, -4.3817], [4.0198, -0.8920, -3.6459], [-7.3853, -5.5857, -3.4881], [-6.1139, -4.8689, -3.0917], [-5.3523, -5.2962, -2.2691], [-5.8782, -3.3526, -3.9926], [-4.3135, -2.7937, -3.3900], [-4.2179, -2.1524, -2.1589], [-2.9965, -1.6810, -1.7201], [-1.8439, -1.8136, -2.5085], [-1.9559, -2.4693, -3.7386], [-3.1765, -2.9552, -4.1734], [-0.6147, -1.2485, -2.0556], [0.3386, -0.5981, -1.6639], [-7.8422, -6.0090, -2.5962], [-7.1158, -6.4020, -4.1597], [-8.0881, -4.9298, -3.9987], [-5.1011, -2.0195, -1.5472], [-2.9186, -1.1841, -0.7598], [-1.0739, -2.5822, -4.3549], [-3.2529, -3.4585, -5.1285]], "atomic_forces_ev_per_a": [[-0.8, 1.0, 0.2], [-0.2, -0.1, 0.3], [-0.6, -0.4, -0.2], [0.9, 0.7, 0.0], [-0.1, 0.0, 0.1], [-0.1, 0.0, 0.1], [0.0, 0.0, 0.0], [0.0, -0.1, -0.1], [0.1, 0.1, -0.1], [-0.2, 0.0, -0.1], [0.1, 0.0, 0.0], [0.0, 0.0, 0.1], [-0.2, 0.1, 0.0], [0.0, 0.0, 0.0], [0.0, 0.0, 0.0], [0.0, 0.0, 0.0], [0.0, 0.0, 0.0], [0.2, -0.2, 0.0], [-0.4, 0.2, 0.0], [-0.1, 0.0, 0.0], [0.8, -0.6, -0.3], [0.3, -0.5, 0.1], [0.1, 0.3, -0.3], [0.0, 0.0, 0.0], [0.0, 0.0, 0.0], [0.0, 0.0, 0.0], [0.0, 0.0, 0.0], [0.0, 0.0, 0.0], [0.0, 0.0, 0.0], [0.1, 0.0, 0.1], [0.0, 0.0, 0.0], [0.0, 0.2, 0.0], [0.0, 0.0, 0.1], [0.0, 0.0, 0.0], [0.0, 0.0, 0.0], [0.0, 0.0, 0.0], [0.0, 0.0, 0.0], [0.0, -0.1, 0.0], [0.0, 0.0, 0.0], [-0.1, 0.0, 0.0], [0.0, 0.0, 0.0], [0.0, -0.1, 0.0], [0.0, 0.0, 0.0], [0.0, 0.0, 0.0], [0.0, 0.0, 0.0], [0.0, 0.0, 0.0], [0.0, 0.0, 0.0], [0.0, 0.0, 0.0], [0.0, 0.0, 0.0], [0.0, 0.0, 0.0], [0.0, 0.0, 0.0], [0.0, 0.0, 0.0], [0.0, 0.0, 0.0], [0.0, 0.0, 0.0], [0.0, 0.0, 0.0], [0.0, 0.0, 0.0], [0.0, 0.0, 0.0], [0.0, 0.0, 0.0], [0.0, 0.0, 0.0], [0.0, 0.0, 0.0], [0.0, 0.0, 0.0], [0.0, 0.0, 0.0], [0.0, 0.0, 0.0], [0.0, 0.0, 0.0], [0.0, 0.0, 0.0], [0.0, 0.0, 0.0], [0.0, 0.0, 0.0], [0.0, 0.0, 0.0], [0.1, 0.1, 0.1], [0.0, 0.0, 0.0], [0.0, 0.0, 0.0], [0.0, -0.2, -0.3], [-0.1, -0.1, 0.1], [0.0, -0.1, 0.0], [0.0, 0.0, 0.0], [0.1, 0.0, 0.0], [0.0, 0.0, 0.0], [0.1, 0.1, -0.1], [0.0, 0.0, 0.0], [0.0, 0.0, 0.0], [0.0, 0.0, 0.0], [0.0, 0.0, 0.0], [0.0, 0.0, 0.0], [0.0, 0.0, 0.0], [0.0, 0.0, 0.0], [0.0, 0.0, 0.0], [0.0, 0.0, 0.0], [0.0, 0.0, 0.0], [0.0, 0.0, 0.0], [0.0, -0.1, 0.0], [0.0, 0.0, 0.0], [0.0, 0.0, 0.0], [0.0, 0.0, 0.0], [0.0, 0.0, 0.0], [0.0, 0.0, 0.0], [0.0, 0.0, 0.1], [0.0, 0.0, 0.0], [0.0, 0.0, 0.0], [-0.1, 0.2, -0.3], [0.4, -0.2, 0.3], [0.0, 0.0, 0.0], [0.0, 0.0, 0.0], [0.0, 0.0, 0.0], [0.0, 0.0, 0.0], [0.0, 0.0, 0.0], [0.0, 0.0, 0.0], [0.0, 0.0, 0.0]], "lowdin_spin": [0.79, 0.00, 0.00, 0.01, 0.00, 0.00, 0.00, 0.00, 0.00, -0.01, 0.00, 0.00, -0.02, 0.00, 0.00, 0.00, 0.00, 0.00, 0.01, 0.03, 0.04, 0.05, 0.01, 0.00, 0.00, 0.00, 0.00, 0.00, 0.00, 0.00, 0.00, 0.00, 0.00, 0.00, 0.00, 0.00, 0.00, 0.00, 0.00, 0.00, 0.00, 0.00, 0.00, 0.00, 0.00, 0.00, 0.00, 0.00, 0.00, 0.00, 0.00, 0.00, 0.00, 0.00, 0.00, 0.00, 0.00, 0.00, 0.00, 0.00, 0.00, 0.00, 0.00, 0.00, 0.00, 0.00, 0.00, 0.00, 0.00, 0.00, 0.00, 0.05, 0.01, 0.00, 0.00, 0.00, 0.00, 0.00, 0.00, 0.00, 0.00, 0.00, 0.00, 0.00, 0.00, 0.00, 0.00, 0.00, 0.00, 0.00, 0.00, 0.00, 0.00, 0.00, 0.00, 0.00, 0.00, 0.00, 0.00, -0.01, 0.00, 0.00, 0.00, 0.00, 0.00, 0.00, 0.00]}

***

# 2
{"formula": "C23H19B2N4O16", "method": "the ωB97M-V functional and the def2-TZVPD basis", "homo_lumo_gap_ev": 8.670, "lumo_energy_ev": 2.062, "multiplicity": 1, "relative_energy_kcal_mol": 14.7, "total_charge": -1, "elements": ["N", "H", "H", "H", "H", "O", "C", "O", "B", "O", "C", "O", "O", "C", "O", "C", "O", "O", "O", "C", "O", "B", "O", "C", "O", "O", "C", "O", "C", "O", "O", "N", "C", "C", "C", "C", "C", "H", "H", "H", "H", "H", "N", "C", "C", "C", "C", "C", "H", "H", "H", "H", "H", "N", "C", "C", "C", "C", "C", "H", "H", "H", "H", "H"], "coordinates": [[-0.4815, -1.6077, -1.1765], [-0.2264, -1.9403, -2.1270], [-1.1868, -0.8090, -1.1853], [0.2721, -1.4552, -0.5159], [-1.1052, -2.3465, -0.8425], [-2.0071, -5.9541, 6.4616], [-2.0744, -5.4072, 5.3975], [-1.1119, -4.6824, 4.8462], [-1.5963, -4.1363, 3.5625], [-2.9594, -4.7180, 3.4006], [-3.2328, -5.5386, 4.4063], [-4.2356, -6.1466, 4.6142], [-1.5744, -2.6522, 3.5605], [-0.9089, -2.2275, 2.5027], [-0.7629, -1.0832, 2.1646], [-0.3454, -3.4666, 1.7593], [-0.6063, -4.4703, 2.5208], [0.2078, -3.4390, 0.6867], [-3.4976, -5.2664, -3.0636], [-4.0455, -5.0084, -2.0330], [-5.0495, -5.6410, -1.4650], [-5.3242, -5.0100, -0.1428], [-4.5290, -3.7779, -0.1220], [-3.7608, -3.7086, -1.1872], [-2.9242, -2.8838, -1.4144], [-4.9935, -5.9086, 0.9664], [-6.1212, -6.1403, 1.6963], [-6.1117, -6.7227, 2.7282], [-7.2828, -5.3490, 1.0482], [-6.7608, -4.7357, 0.0197], [-8.4003, -5.2320, 1.4602], [-2.2006, 0.5283, -1.0166], [-2.3774, 1.2206, 0.1139], [-3.5392, 1.9400, 0.4215], [-4.5019, 2.0404, -0.5567], [-4.3671, 1.3409, -1.7512], [-3.2053, 0.6000, -1.9161], [-1.6414, 1.0260, 0.8862], [-3.5913, 2.4363, 1.3789], [-5.3620, 2.6430, -0.2884], [-5.2036, 1.2303, -2.4247], [-3.0470, -0.0241, -2.7872], [1.3773, 0.3152, 0.0683], [1.1372, 1.6224, 0.1322], [1.6725, 2.4848, 1.0995], [2.4097, 1.9035, 2.1219], [2.6742, 0.5458, 2.0755], [2.1693, -0.2009, 1.0198], [0.5912, 2.1447, -0.6454], [1.4334, 3.5367, 1.1522], [2.6152, 2.5707, 2.9506], [3.1667, 0.0664, 2.9104], [2.4451, -1.2477, 1.0449], [0.2095, -3.3994, -3.2115], [-0.4649, -3.8115, -4.2878], [-0.5321, -5.1573, -4.6187], [0.2615, -6.0392, -3.9112], [1.1212, -5.5763, -2.9174], [1.0279, -4.2407, -2.5592], [-1.0659, -3.0971, -4.8335], [-1.0867, -5.4489, -5.4996], [0.1111, -7.1074, -4.0034], [1.6741, -6.3518, -2.4067], [1.4967, -3.8134, -1.6835]], "atomic_forces_ev_per_a": [[-1.9, -0.2, -0.3], [0.4, 0.1, 0.3], [1.1, 0.2, 0.0], [0.1, 0.2, -0.2], [0.4, -0.3, 0.2], [-0.1, 0.2, 0.1], [0.7, -1.1, 0.4], [-0.2, 0.5, -0.3], [-0.2, -0.4, 1.2], [0.8, 0.5, -0.9], [-0.4, 0.7, 0.8], [0.3, 0.0, -0.2], [-0.1, 0.1, -0.5], [-0.4, 0.2, 0.2], [0.1, 0.2, -0.2], [-0.3, 0.9, 0.1], [-0.2, -1.5, -0.6], [0.3, -0.3, 0.3], [0.3, -0.3, -0.2], [-0.6, 1.0, -0.1], [0.6, 0.2, 0.1], [-0.7, -1.0, 0.6], [0.4, 0.6, -0.4], [-0.4, -1.6, 0.8], [0.3, 0.7, -0.3], [-0.9, 0.1, -0.2], [1.4, 0.4, 0.2], [-0.7, -0.6, 0.0], [0.3, -0.1, 0.6], [0.0, 0.8, -1.2], [-0.1, -0.2, -0.1], [-1.4, 1.1, -0.1], [-0.3, -0.9, 0.6], [1.4, -0.1, -0.7], [-0.4, 0.3, 0.5], [0.2, -0.4, 0.6], [0.4, -0.3, 0.0], [0.2, 0.2, 0.0], [-0.2, 0.0, 0.0], [-0.3, -0.2, -0.5], [0.2, 0.3, -0.3], [-0.2, 0.0, -0.1], [0.5, -0.1, 0.2], [0.8, 1.2, 0.1], [-0.2, -1.3, 0.2], [-0.7, 0.7, -0.1], [-0.2, 0.4, 0.3], [0.1, 0.6, 0.5], [-0.4, -0.7, -0.3], [-0.1, 0.0, -0.3], [0.6, -0.4, 0.2], [0.2, -0.1, -0.2], [-0.5, -0.2, -0.6], [0.4, 0.4, -0.5], [0.0, -0.7, 0.7], [0.6, 0.5, -0.7], [-0.3, -0.1, 0.4], [-0.8, -0.4, -0.2], [-0.7, 0.1, -0.3], [0.0, 0.2, 0.1], [-0.3, -0.2, 0.3], [0.3, 0.0, -0.4], [0.3, 0.5, 0.4], [0.3, -0.2, 0.0]], "mulliken_charge": [0.06, 0.52, 0.43, 0.46, 0.31, -0.61, 0.33, -0.56, 1.14, -0.35, 0.74, -0.55, -0.63, 0.67, -0.50, 0.62, -0.68, -0.55, -0.57, 0.50, -0.55, 1.21, -0.65, 0.60, -0.61, -0.49, 0.66, -0.54, 0.52, -0.51, -0.62, -0.41, -0.06, -0.95, -0.15, -0.72, -0.18, 0.49, 0.40, 0.37, 0.37, 0.40, -0.26, -0.31, -0.52, -0.17, -0.59, -0.17, 0.38, 0.38, 0.34, 0.36, 0.40, -0.46, -0.20, -0.48, -0.13, -0.56, -0.26, 0.38, 0.38, 0.36, 0.36, 0.42]}

***

# 3
{"formula": "C7H16ClNSi", "method": "the ωB97M-V functional and the def2-TZVPD basis", "homo_lumo_gap_ev": [7.097, 7.947], "lumo_energy_ev": [0.357, -0.228], "multiplicity": 1, "relative_energy_kcal_mol": 128.3, "total_charge": 0, "elements": ["C", "C", "C", "C", "C", "C", "C", "N", "Si", "Cl", "H", "H", "H", "H", "H", "H", "H", "H", "H", "H", "H", "H", "H", "H", "H", "H"], "coordinates": [[1.0705, 2.1726, -1.8974], [0.0850, 1.2536, -1.6170], [0.0515, -3.4530, 0.0875], [-0.5310, 2.7654, 2.2566], [1.4692, 1.6400, 1.6683], [-0.6237, -3.5794, -1.2795], [-1.1645, -2.2296, -1.6934], [0.0939, 1.9461, 1.2870], [-0.7260, 1.1175, 0.0515], [-2.6701, 1.7130, 0.2807], [1.7491, 2.1054, -2.6618], [1.4078, 2.9861, -1.1109], [0.1062, 0.2605, -2.0832], [0.4111, -4.5403, 0.3214], [1.0246, -2.9100, -0.0052], [-0.6056, -2.9930, 0.7899], [-0.7499, 2.3927, 3.2237], [0.0963, 3.7261, 2.4347], [-1.5346, 3.2339, 1.9723], [1.6407, 0.9487, 2.5519], [1.9481, 0.8669, 0.9294], [1.9822, 2.5595, 1.7687], [-0.0081, -4.0611, -2.1175], [-1.4424, -4.2831, -1.1650], [-2.0181, -1.7245, -1.2258], [-1.0623, -1.9138, -2.7669]], "atomic_forces_ev_per_a": [[-1.8, 0.2, 4.3], [2.0, 1.0, 0.1], [2.7, -2.6, -1.3], [-1.0, 4.4, -0.1], [0.3, -3.8, -1.1], [0.0, 0.7, -0.9], [-0.3, 0.1, -1.9], [0.5, -0.4, 0.7], [0.3, -0.9, -0.1], [-0.6, 0.0, -0.5], [1.4, -0.5, -2.1], [-1.3, -1.4, -1.7], [-0.4, 0.7, -0.8], [-0.9, 1.9, 0.4], [-0.9, 0.0, 0.2], [-0.3, 0.0, 0.7], [0.3, -1.1, 1.0], [-0.6, -1.4, -0.2], [1.4, -0.9, -0.2], [-0.9, 1.3, -0.1], [-0.7, 2.1, 0.5], [1.1, 0.7, 0.1], [-0.4, 1.0, 1.4], [-0.5, -0.1, 0.1], [0.5, -0.5, 0.3], [0.1, -0.3, 1.1]], "mulliken_charge": [-0.59, -0.11, -0.98, -1.06, -1.04, -0.24, -0.96, 0.39, 0.09, -0.32, 0.34, 0.17, 0.24, 0.29, 0.24, 0.32, 0.39, 0.28, 0.27, 0.29, 0.26, 0.40, 0.28, 0.26, 0.40, 0.38]}

***

# 4
{"formula": "C5H11OP", "method": "the ωB97M-V functional and the def2-TZVPD basis", "homo_lumo_gap_ev": [8.589, 8.632], "lumo_energy_ev": [-0.348, -0.342], "multiplicity": 1, "relative_energy_kcal_mol": 141.9, "total_charge": 0, "elements": ["C", "C", "C", "C", "C", "O", "P", "H", "H", "H", "H", "H", "H", "H", "H", "H", "H", "H"], "coordinates": [[-1.8971, -2.1907, -0.2057], [-1.7096, -1.0937, 0.5242], [1.2313, 1.9186, -0.2336], [1.5806, -0.5357, 0.1412], [0.6902, 0.6767, 0.4332], [-2.5053, 2.2340, 0.0219], [-0.9798, 0.4512, -0.1445], [-2.3568, -3.1477, 0.0908], [-1.5070, -2.1684, -1.2500], [-2.0111, -1.0175, 1.6085], [1.1323, 1.8749, -1.3449], [0.4978, 2.7984, 0.0364], [2.3503, 2.0535, 0.0477], [1.5394, -1.4265, 0.7362], [2.6115, -0.0193, 0.2110], [1.5307, -1.0618, -0.8882], [0.5867, 0.7403, 1.5669], [-0.7842, -0.0865, -1.3509]], "atomic_forces_ev_per_a": [[0.6, 0.0, -1.1], [-0.1, 0.4, 1.8], [-0.2, 2.1, 0.3], [2.2, 0.3, -2.0], [-0.1, -1.3, 1.4], [2.5, -2.7, -0.2], [-4.1, 1.8, 1.3], [0.2, 0.8, 0.2], [-0.5, -0.2, 0.7], [0.1, -0.3, -1.3], [0.3, -0.3, 0.7], [1.9, -1.3, -0.2], [-2.1, 0.2, -0.4], [-0.2, 0.1, 1.2], [-1.1, -1.6, -0.1], [-0.2, 1.6, 1.0], [0.4, 0.4, -1.3], [0.4, -0.2, -2.0]], "mulliken_charge": [-0.53, -0.10, -1.28, -1.18, 0.53, -0.55, 0.18, 0.27, 0.17, 0.26, 0.33, 0.34, 0.35, 0.39, 0.27, 0.28, 0.23, 0.02]}

***

| no. | strongest force on any atom (eV Å⁻¹) |
| --- | --- |
| 1 | 1.30 |
| 2 | 1.92 |
| 3 | 4.63 |
| 4 | 4.67 |